Record 1
Computed, not measured: a molecular structure, C35H46N6O3P2Sn at a distorted geometry, with ωB97M-V with the def2-TZVPD basis set.

```
93
Properties=species:S:1:pos:R:3:forces:R:3
Sn -0.293381 -1.900052 3.247830 -0.5 1.7 2.1
C -1.007471 1.643980 2.801747 0.0 0.3 0.8
C -1.265449 0.747724 1.840195 -0.3 -1.2 -0.2
C -0.669825 0.698255 0.465505 0.1 -0.2 -0.5
C 0.629802 -0.138237 0.319539 -0.2 0.1 -0.4
C 1.634977 -0.027860 1.432426 0.3 0.1 0.2
C 1.935065 1.103026 2.086463 0.1 -0.5 0.1
C 1.264147 2.420572 1.872155 0.0 0.7 0.0
C 0.061323 2.680316 2.809310 0.3 0.2 0.0
C 1.648373 -1.944484 4.281561 1.3 -0.7 0.4
H -1.633656 1.656773 3.699982 0.2 -0.3 -0.3
H -2.057369 0.003388 2.014439 -0.2 0.6 0.0
H -0.482842 1.705011 0.074253 -0.2 -0.3 0.2
H -1.421902 0.258618 -0.208745 0.2 0.1 0.3
H 0.350926 -1.195228 0.184017 0.1 0.2 0.0
H 1.101060 0.181940 -0.627945 -0.1 -0.3 0.2
H 2.217958 -0.938701 1.624615 -0.1 0.4 -0.1
H 2.743345 1.117369 2.830723 -0.4 -0.2 -0.2
H 0.958100 2.561730 0.828565 0.4 0.0 0.3
H 1.995672 3.204099 2.114881 -0.2 -0.1 -0.2
H 0.423983 2.760164 3.850129 -0.3 0.0 -0.4
H -0.367015 3.665966 2.550684 0.0 -0.3 0.2
H 1.531765 -1.503298 5.276744 -0.4 -0.1 -0.4
H 2.373553 -1.377152 3.692394 -0.4 -0.1 0.0
H 1.940037 -3.002517 4.350228 -0.1 0.3 -0.1
P 1.577409 -1.356972 -4.952259 1.9 1.5 -0.4
P -1.486729 -0.914559 -4.625233 -2.4 1.5 -0.7
N 3.035738 -0.375506 -4.866777 -0.3 0.3 0.4
N 2.329880 -2.637556 -5.927129 -0.1 -1.4 -0.5
N -1.701033 0.808482 -4.333339 0.7 0.3 0.4
N -3.173166 -1.238583 -5.015361 0.1 -0.9 -0.1
C 0.707130 -0.435611 -6.311620 -0.3 -0.2 0.0
C -0.796555 -0.780601 -6.343056 0.1 -0.3 0.0
C 3.456615 0.231714 -3.671794 0.7 0.2 -0.8
C 4.517628 1.077770 -3.953963 -0.8 -0.7 -0.3
C 4.756162 1.012626 -5.366881 -1.0 -0.8 0.1
C 3.824388 0.132818 -5.902892 0.5 0.4 0.7
C 2.489355 -3.944274 -5.442687 -0.4 2.3 -0.5
C 3.002622 -4.741760 -6.456481 0.8 0.5 -2.8
C 3.171346 -3.908469 -7.611764 0.0 -2.2 1.6
C 2.754427 -2.628205 -7.257762 -0.6 0.2 1.7
C -1.493891 1.385404 -3.073709 -0.2 0.7 -0.7
C -1.635522 2.761770 -3.179993 0.1 -1.0 -0.2
C -1.931154 3.054246 -4.548010 0.1 -1.2 -0.2
C -1.962461 1.845413 -5.232753 0.3 0.6 0.9
C -4.086851 -0.539042 -5.811915 -0.5 -0.8 0.1
C -5.205074 -1.337728 -6.019445 1.3 0.1 0.5
C -4.964827 -2.589033 -5.356116 0.9 0.4 0.2
C -3.717669 -2.510573 -4.761759 -0.6 0.7 -0.5
H 1.161459 -0.658891 -7.286107 -0.1 0.3 0.3
H 0.859221 0.637785 -6.114600 0.0 -0.3 0.1
H -1.348945 -0.053353 -6.954821 0.2 -0.4 0.2
H -0.957341 -1.775190 -6.792357 0.0 0.2 0.1
H 2.963395 -0.025138 -2.748242 0.1 0.1 0.0
H 5.063729 1.678146 -3.242204 -0.1 -0.1 0.0
H 5.516757 1.543619 -5.917753 -0.1 0.0 0.0
H 3.670235 -0.183219 -6.922882 0.1 0.2 0.1
H 2.219807 -4.168465 -4.422949 0.0 -0.1 0.0
H 3.225312 -5.796165 -6.393740 0.0 0.1 0.0
H 3.540133 -4.205900 -8.580426 0.0 0.0 0.0
H 2.725834 -1.726373 -7.847607 0.0 -0.2 0.0
H -1.283494 0.745824 -2.231655 0.0 0.1 -0.1
H -1.534795 3.480073 -2.377849 0.0 -0.1 -0.1
H -2.098377 4.027157 -4.986634 0.0 -0.1 0.1
H -2.157109 1.644502 -6.272857 0.0 0.2 0.1
H -3.880312 0.466677 -6.141231 -0.1 -0.1 0.1
H -6.086442 -1.067676 -6.579776 0.1 0.1 0.1
H -5.632135 -3.437033 -5.327772 0.1 0.1 0.0
H -3.153593 -3.213248 -4.170665 -0.1 -0.1 0.0
C -2.560840 2.408117 7.569565 -0.2 0.1 0.0
C -1.292579 1.963954 8.259584 0.4 -0.3 0.2
C -0.801614 0.576046 7.781790 -0.5 0.1 -0.3
C 0.438281 0.128392 8.602930 -0.1 -0.4 0.1
C 1.544253 1.166204 8.666226 0.1 0.1 -0.1
C -1.888077 -0.483217 8.018794 -0.5 0.5 1.6
O -2.545843 -0.585573 9.044367 1.1 0.1 -1.7
N -2.059876 -1.401210 6.989630 0.1 -1.0 -1.1
C -1.391738 -1.395022 5.781613 -0.2 1.2 1.8
O -1.517946 -2.425328 5.029814 0.5 0.3 -1.2
N -0.657156 -0.349668 5.410756 -0.5 -1.9 -1.0
C -0.421768 0.684364 6.284001 0.9 2.2 -0.2
O 0.129749 1.712414 5.863093 -0.8 -1.7 0.6
H -2.392506 2.543448 6.496193 -0.1 0.0 0.1
H -2.877734 3.368107 7.982963 -0.1 -0.1 -0.1
H -3.365685 1.684189 7.727818 0.0 0.2 -0.1
H -0.487145 2.678563 8.050952 -0.2 -0.2 0.1
H -1.443161 1.908525 9.348324 0.1 0.0 -0.3
H 0.094920 -0.108628 9.622191 0.0 0.0 -0.4
H 0.815197 -0.811542 8.169975 0.0 0.1 0.1
H 1.269411 1.990392 9.332434 0.1 -0.1 -0.2
H 2.451917 0.705987 9.063377 -0.1 0.1 -0.1
H 1.745915 1.562352 7.665385 0.1 0.0 0.3
H -2.678244 -2.187133 7.161357 0.0 0.1 0.1
```
Forces are in eV/Å.

Computed properties:
**Charge**: +2
**LUMO energy (spin up / spin down)**: -8.86 / -9.06 eV
**Energy relative to the best compared isomer or geometry (same formula, charge and spin)**: 0.000 eV
**Frontier orbital gap (spin up / spin down)**: 0.118 / 0.111 hartree
**Energy**: -2811.90001 hartree
**Spin multiplicity**: 1


Record 2
Computed, not measured: 3 unconnected molecules or ions with the total composition C35H47F3N3O13S at a distorted geometry, with ωB97M-V with the def2-TZVPD basis set.

```
102
Properties=species:S:1:pos:R:3:forces:R:3
C -2.932499 -0.134659 6.002394 4.7 -1.6 -5.8
C -2.191687 -0.220748 4.903689 -4.2 -0.7 4.7
N -1.585974 -0.647879 3.600249 -1.5 1.7 2.1
C -1.944540 -0.089891 2.427367 -0.3 1.1 -3.8
N -2.923432 0.974526 2.149901 0.4 -4.2 -1.1
C -4.343584 0.796379 2.616638 -1.4 0.2 3.0
C -4.881948 -0.719987 2.657224 -0.4 -1.3 -0.9
C -6.360203 -0.900641 3.298816 0.1 1.0 1.0
C -7.325835 0.384454 3.157375 -1.2 -0.4 0.0
C -8.024503 0.516029 1.672161 0.0 -0.7 1.8
O -7.242485 1.305960 0.737948 -0.9 0.3 1.2
C -7.319234 2.732294 1.013145 0.1 1.4 -0.8
C -8.770057 3.399064 0.725350 0.5 0.9 0.2
C -3.137375 0.920504 0.638259 0.2 0.1 -1.9
C -1.714081 0.481222 0.017566 -3.4 -1.3 1.6
C -1.868727 -0.482982 -1.268949 0.8 0.2 -0.6
C -2.049958 0.277939 -2.681354 -0.3 -0.8 -0.7
C -3.584945 0.463862 -3.155185 -0.4 0.9 -1.5
F -3.888438 1.854310 -3.450450 0.6 -3.9 1.0
F -4.566417 0.010019 -2.207146 2.4 1.0 -2.6
F -3.751782 -0.232641 -4.431359 -0.1 1.7 3.7
S -0.818204 2.108919 -0.131946 2.6 4.9 -5.5
C -0.446756 2.945502 1.493563 -0.7 0.7 1.1
O 0.494658 2.037468 -0.908935 -2.9 -1.3 2.8
O -1.704723 3.096494 -0.915018 1.2 -3.4 3.0
N -1.302942 -0.486965 1.126668 0.5 2.9 2.3
C 0.203745 -0.475364 1.097507 1.9 -2.3 0.9
C 0.873619 -1.868299 1.668191 1.0 1.6 0.1
C 2.378797 -1.903861 1.024446 -0.8 0.0 -1.0
C 3.157535 -0.490782 1.093424 1.0 -0.2 0.4
C 3.295513 0.144951 2.571337 0.3 -0.2 0.4
O 4.476137 1.046116 2.604373 -2.1 1.7 -0.8
C 4.180230 2.300925 1.968549 2.5 1.1 -4.8
C 3.268721 3.482654 2.573410 -0.1 0.2 0.4
O 4.728271 2.532753 0.821508 -2.6 -1.3 5.8
H -3.374450 -0.335526 7.059702 1.0 0.9 -2.5
H -0.870252 -1.407627 3.694101 -0.8 1.1 -0.6
H -4.395261 1.232129 3.700303 0.0 -0.8 -1.9
H -5.007862 1.477613 1.967370 1.1 -1.3 0.9
H -4.190070 -1.456155 3.247982 -1.0 1.6 -1.0
H -4.941989 -1.181734 1.583169 0.3 1.1 1.8
H -6.216871 -1.091356 4.438457 -0.3 0.3 -1.9
H -6.928020 -1.814115 2.886277 1.2 1.4 0.5
H -8.226579 0.194292 3.880502 1.7 0.3 -1.2
H -6.860897 1.383202 3.516072 -0.6 -1.7 -0.7
H -9.088782 0.916577 1.873322 1.7 -0.3 -0.7
H -8.150057 -0.576461 1.301248 0.4 2.0 0.1
H -6.584264 3.244466 0.260614 -1.3 -1.1 1.3
H -6.898766 3.014623 2.068020 -1.0 -0.7 -1.6
H -8.652300 4.536141 0.974991 -0.2 -2.0 -0.4
H -9.052867 3.366004 -0.401124 0.5 -0.3 2.1
H -9.617094 3.003373 1.398069 1.4 0.5 -1.2
H -3.848484 0.116880 0.221889 0.8 0.9 1.5
H -3.642924 1.895916 0.300812 1.4 -1.3 0.4
H -0.909961 -1.144357 -1.375963 -1.6 1.4 0.3
H -2.720472 -1.243830 -1.027605 1.4 1.7 -0.5
H -1.552547 -0.407450 -3.486982 -1.1 1.3 1.4
H -1.518319 1.293759 -2.764946 -1.0 -1.5 0.4
H -1.275529 3.748780 1.645187 1.3 -1.6 -0.4
H -0.447416 2.249446 2.408312 0.2 1.0 -1.5
H 0.550987 3.503890 1.361874 -1.5 -1.2 -0.1
H 0.600505 0.362049 1.781811 -0.5 -1.1 -1.5
H 0.601347 -0.395058 0.002024 -1.1 0.2 2.1
H 1.036467 -1.695936 2.809263 -0.5 -0.7 -1.7
H 0.245814 -2.799146 1.422554 1.0 1.5 0.4
H 3.019652 -2.766274 1.442433 -1.1 1.5 -0.4
H 2.214691 -2.139507 -0.108259 0.4 0.4 1.9
H 4.248646 -0.702804 0.729188 -2.0 0.5 0.7
H 2.749573 0.326423 0.390530 0.4 -1.4 1.0
H 2.402965 0.796314 2.908000 1.0 -1.2 -0.6
H 3.512674 -0.645814 3.404204 -0.4 1.4 -1.7
H 2.213755 3.117561 2.878312 1.8 0.5 -0.5
H 3.176689 4.326011 1.771748 0.2 -1.9 1.3
H 3.726876 3.998083 3.508444 -0.6 -1.3 -1.5
C 4.153528 -3.290841 -4.824419 0.1 0.1 -0.2
C 3.184255 -3.472048 -3.925693 0.3 -1.3 0.3
C 2.206919 -2.391985 -3.610493 -0.3 0.8 -0.1
O 1.318679 -2.597623 -2.795005 0.2 -0.2 0.1
C 2.357084 -1.105431 -4.299392 -0.3 -0.4 0.4
C 3.329132 -0.922533 -5.196292 -0.2 1.7 -0.5
C 4.289359 -2.011606 -5.531633 0.7 -0.6 -0.3
O 5.154373 -1.817546 -6.369068 -0.5 0.2 0.3
O 3.480146 0.271597 -5.841822 0.3 -1.6 0.4
O 3.049410 -4.659629 -3.258086 -0.4 1.4 -0.2
H 4.868090 -4.067209 -5.064279 0.0 0.0 0.0
H 1.651913 -0.324045 -4.048188 0.0 0.0 0.0
H 4.248161 0.150563 -6.436954 -0.2 0.1 0.1
H 2.278158 -4.540320 -2.668260 0.2 -0.1 -0.2
C 8.680570 -2.436163 -3.467085 0.2 0.1 -0.1
C 7.529213 -2.594840 -2.811664 -0.4 -1.2 -0.7
C 7.098979 -1.634952 -1.755275 0.0 0.6 0.5
O 6.029570 -1.798500 -1.186475 0.1 -0.3 -0.3
C 7.995144 -0.518415 -1.434062 -0.4 -0.3 0.1
C 9.148724 -0.361465 -2.087447 0.6 1.3 0.7
C 9.565744 -1.305356 -3.162264 0.4 -0.5 -0.6
O 10.617717 -1.122601 -3.752191 -0.4 0.2 0.4
O 9.992420 0.673031 -1.795037 -0.5 -1.4 -0.8
O 6.697306 -3.646665 -3.085724 0.4 1.2 0.7
H 9.003625 -3.124186 -4.237399 0.0 0.0 0.0
H 7.679293 0.160821 -0.653095 0.0 0.0 0.0
H 10.753060 0.568050 -2.402286 -0.1 0.1 0.1
H 5.933924 -3.538129 -2.483036 0.2 -0.1 -0.1
```
Forces are in eV/Å.

Computed properties:
**Charge**: +1
**LUMO energy**: -4.10 eV
**Frontier orbital gap**: 0.258 hartree
**Energy**: -3201.34279 hartree
**Spin multiplicity**: 1


Record 3
Computed, not measured: a molecular structure, C35H47F3N7O3RuS3Si at a distorted geometry, with ωB97M-V with the def2-TZVPD basis set.

```
100
Properties=species:S:1:pos:R:3:forces:R:3
Ru 13.221508 12.720750 9.730680 -0.1 0.8 -0.2
S 14.038550 14.971042 9.622545 -0.2 -0.3 0.2
C 12.522670 15.784856 9.565139 0.9 1.2 -0.2
N 12.738002 17.186997 9.495811 -0.6 -0.7 0.1
N 11.704546 17.988571 9.249693 -0.6 -0.9 -0.5
C 10.621082 17.868288 8.308202 0.9 0.5 0.7
C 9.678770 18.891658 8.323971 0.4 -0.3 0.2
C 8.730721 18.992441 7.336220 -0.5 0.2 0.0
C 8.664301 18.048023 6.312625 0.2 0.5 0.3
C 9.616077 17.047344 6.310198 -0.1 -0.7 -0.2
C 10.581811 16.935046 7.298726 0.4 -0.2 -0.4
N 11.325916 15.270729 9.649708 -0.8 -1.2 0.3
N 11.303194 13.920338 9.845061 1.2 0.9 -0.2
C 10.063343 13.356654 9.946634 -1.4 -0.8 -0.1
C 9.948617 12.075654 10.519209 0.2 0.4 0.0
C 8.742385 11.411343 10.559685 0.6 -0.7 0.6
C 7.603629 11.992566 10.079138 -0.5 0.3 -0.3
C 7.666467 13.258548 9.508787 0.4 -0.6 0.0
C 8.875872 13.916890 9.420521 0.5 0.7 0.0
H 11.865019 18.919595 9.596234 0.0 0.1 -0.1
H 9.752632 19.608903 9.117181 -0.2 0.4 0.2
H 8.047810 19.834681 7.391189 -0.1 -0.2 -0.2
H 7.922494 18.151933 5.532922 0.0 -0.1 0.0
H 9.634917 16.299222 5.527184 -0.1 0.1 -0.1
H 11.361962 16.194804 7.198469 -0.1 -0.1 0.1
H 10.809906 11.624769 10.970830 0.4 -0.2 0.1
H 8.706696 10.416082 10.998176 0.0 0.2 0.0
H 6.667622 11.466690 10.143616 -0.2 -0.1 -0.1
H 6.764921 13.634449 9.074597 -0.3 0.6 -0.2
H 8.959928 14.890178 8.953119 -0.1 0.0 0.0
F 12.986830 7.110485 8.995195 -0.3 -0.1 0.1
C 11.733475 7.571937 9.218939 0.3 0.3 -0.5
F 10.871602 6.739516 8.596659 0.2 -0.3 0.2
F 11.501903 7.460485 10.529726 -0.1 0.2 -0.1
C 11.588327 8.960859 8.626667 -0.5 -0.6 0.0
C 10.831329 9.118382 7.484049 0.2 0.3 -0.4
C 10.715853 10.383216 6.891640 0.1 -0.4 0.1
C 11.401096 11.419154 7.468478 -0.1 0.4 0.3
N 12.131984 11.262726 8.570680 0.0 -0.2 0.1
C 12.218820 10.067830 9.197149 0.1 0.3 -0.1
S 13.054632 10.132108 10.668089 0.3 -0.1 0.1
H 10.382106 8.252496 7.012283 -0.1 0.1 0.1
H 10.142313 10.561359 5.999845 -0.2 -0.1 -0.1
H 11.314674 12.439591 7.103617 0.2 -0.1 -0.1
C 13.961551 11.723145 15.335622 0.4 -0.3 0.0
N 13.392523 12.385164 14.187549 -0.2 0.3 -0.8
C 12.612020 13.531553 14.151108 0.1 -0.5 0.3
C 12.440986 13.836311 12.845921 0.2 0.0 -0.6
N 13.129185 12.918733 12.073709 -0.4 0.3 -0.3
C 13.665146 12.067514 12.899539 0.3 0.0 1.0
H 13.446134 12.075354 16.214011 -0.2 -0.1 0.3
H 15.025033 11.985675 15.429613 -0.3 -0.2 0.0
H 13.855783 10.629901 15.245157 0.0 0.5 0.1
H 12.215209 13.986732 15.036332 0.0 0.0 0.2
H 11.863682 14.623479 12.384129 0.1 0.0 0.1
H 14.307117 11.238689 12.652899 -0.1 0.0 -0.1
C 17.045078 12.427679 12.451849 -0.1 -0.4 0.2
C 17.900885 13.378203 11.652275 0.4 -0.1 0.1
C 19.350490 12.901331 11.650738 0.7 0.0 -0.9
C 17.832153 14.774417 12.225422 0.0 0.4 -0.1
O 17.341833 13.466582 10.341311 0.1 0.3 0.1
Si 17.107904 12.435700 9.113351 -0.3 0.1 -0.2
S 15.088754 12.040933 8.533938 -0.4 0.1 0.2
O 17.844213 13.021394 7.788109 0.3 0.0 -0.3
C 18.084288 14.349116 7.292633 -0.5 0.1 0.2
C 16.932588 15.281400 7.637934 -0.2 0.2 0.3
C 19.379875 14.863577 7.897771 0.5 0.0 -0.6
C 18.202761 14.246596 5.789582 0.3 -0.1 -0.4
O 17.746444 11.000483 9.530052 0.2 -0.2 -0.1
C 18.254626 9.916387 8.723259 -0.3 0.2 -0.1
C 18.428057 8.749597 9.674037 0.0 -0.5 -0.5
C 19.578721 10.361341 8.125599 0.6 -0.2 0.4
C 17.279011 9.549043 7.612464 0.0 -0.2 -0.3
H 17.442095 12.302294 13.470902 -0.2 0.0 -0.2
H 17.030550 11.461498 11.937745 0.0 0.0 0.2
H 16.023305 12.808267 12.469062 0.0 0.1 0.2
H 19.727307 12.848823 12.678590 -0.1 -0.1 -0.2
H 20.006501 13.600108 11.088579 -0.4 -0.2 0.3
H 19.472740 11.930765 11.142360 -0.2 0.2 0.4
H 18.179930 14.814541 13.260269 -0.1 -0.1 0.0
H 16.800851 15.104514 12.155083 -0.2 0.2 0.2
H 18.441024 15.473619 11.644126 0.0 -0.1 0.0
H 16.770651 15.369133 8.718941 0.2 -0.1 -0.2
H 15.997614 14.929448 7.197649 0.1 0.0 0.0
H 17.149911 16.286405 7.263835 -0.1 -0.1 -0.1
H 19.303330 14.896999 8.973923 -0.1 0.1 0.4
H 19.623453 15.871359 7.507714 -0.1 -0.5 0.2
H 20.198821 14.176411 7.636885 -0.1 0.2 0.1
H 17.282839 13.929401 5.298689 -0.1 -0.1 0.2
H 18.988801 13.531114 5.536071 0.0 0.1 -0.1
H 18.452070 15.225959 5.379986 0.2 0.0 0.0
H 19.059242 9.055784 10.488901 0.4 0.0 0.4
H 18.890129 7.885945 9.160135 -0.2 0.4 0.2
H 17.467404 8.430218 10.075123 -0.1 0.0 0.0
H 20.315155 10.588836 8.927018 -0.4 0.0 -0.5
H 19.441082 11.223174 7.485028 0.0 0.3 0.0
H 19.990687 9.568609 7.503014 0.1 -0.2 0.0
H 16.309988 9.218750 7.991910 0.1 0.0 0.1
H 17.710185 8.743614 7.006203 -0.1 0.0 0.1
H 17.102405 10.387565 6.940001 0.0 0.1 0.0
```
Forces are in eV/Å.

Computed properties:
**LUMO energy (spin up / spin down)**: 0.09 / -2.16 eV
**Energy relative to the best compared isomer or geometry (same formula, charge and spin)**: 0.000 eV
**Frontier orbital gap (spin up / spin down)**: 0.267 / 0.195 hartree
**Energy**: -3849.57411 hartree
**Spin multiplicity**: 6


Question: What is the formula in the third record?
Answer: C35H47F3N7O3RuS3Si